#a
A 3-piece molecular cluster, C5H14O2 overall, computed with ωB97M-V/def2-TZVPD.

Geometry as XYZ:
```
21
Properties=species:S:1:pos:R:3:lowdin_charge:R:1
H -1.245 -2.564 -0.317 0.06
C 0.187 -1.070 -0.497 -0.32
H 1.972 -1.146 0.561 0.03
C -0.312 -0.198 -1.397 -0.17
H -0.912 -0.145 -3.435 0.08
H -1.479 -1.552 -2.575 0.05
H 0.474 -3.375 0.002 0.10
C -0.184 -2.564 -0.463 -0.06
C -1.212 -0.518 -2.457 -0.13
C 1.104 -0.630 0.607 -0.09
H 0.004 0.810 -1.276 0.09
H -2.274 -0.177 -2.262 0.10
H 1.961 0.836 2.228 0.04
H 1.607 0.452 0.362 0.13
O -1.264 4.296 1.649 -0.03
H -0.252 -2.879 -1.552 0.08
H 0.723 -0.711 1.549 0.04
O 1.317 1.556 2.541 -0.15
H -1.250 3.746 2.397 0.00
H 1.832 2.230 3.149 0.10
H -0.796 3.602 1.186 0.02
```

Calculated values
Charge: 0
HOMO-LUMO gap (eV): 9.33
E_HOMO (eV): -8.79

#b
A 2-piece molecular cluster, C5H14O2 overall, computed with ωB97M-V/def2-TZVPD.

Geometry as XYZ:
```
21
Properties=species:S:1:pos:R:3:lowdin_charge:R:1
O -0.681 -1.424 2.666 -0.05
H 1.816 0.834 -1.167 0.06
O 1.669 1.782 -1.025 -0.10
H -1.582 -1.793 -1.242 0.10
H -1.061 -1.787 0.292 0.07
H 1.076 2.727 0.660 0.11
C 0.535 -1.832 -1.186 -0.09
C -0.804 -1.299 -0.657 -0.27
H -1.369 -1.214 2.026 0.01
H 0.313 -2.516 -2.019 0.07
H -1.171 -1.508 3.492 0.04
H 0.748 0.251 0.671 0.11
H -2.073 0.411 -0.470 0.11
C 0.604 2.150 -0.135 -0.24
H -0.768 0.516 -1.625 0.11
H -0.076 2.702 -0.788 0.11
C -1.007 0.223 -0.611 -0.20
C -0.096 0.893 0.403 -0.20
H -0.573 1.050 1.364 0.10
H 0.957 -2.636 -0.570 0.08
H 1.261 -1.084 -1.452 0.05
```

Calculated values
Charge: 0
HOMO-LUMO gap (eV): 10.86
E_HOMO (eV): -10.13

Which of them is the most stable, and which is the least stable? #b and #a, in that order.